Record 1
# C18H9Cl5N3O2Sr

A structure of composition C18H9Cl5N3O2Sr in a non-equilibrium geometry (ωB97M-V with the def2-TZVPD basis set, OMol25).

Calculated values
Molar mass, Da: 564.2
Largest force on an atom, eV Å⁻¹: 3.07
Net charge: +1
Gap between HOMO and LUMO, Eh: 0.25934
Energy, Ha: -3337.4955

Cartesian coordinates (Å):
Sr 3.112 -0.765 -1.026
Cl 5.619 0.314 -2.569
C 6.589 0.156 -1.099
C 6.070 0.526 0.119
C 6.902 0.642 1.223
Cl 6.257 1.195 2.744
C 8.275 0.489 1.021
Cl 9.224 0.575 2.425
C 8.813 0.210 -0.210
Cl 10.507 0.258 -0.519
C 7.935 -0.041 -1.251
Cl 8.662 -0.639 -2.738
N -4.223 -0.010 1.138
C -5.638 0.165 0.942
C -6.750 0.257 1.739
C -7.988 0.307 1.173
C -8.065 0.190 -0.251
C -6.967 0.240 -1.071
C -5.741 0.102 -0.455
N -4.524 0.010 -1.122
C -3.667 -0.091 -0.151
C -2.205 -0.291 -0.280
C -1.316 -0.405 0.773
C 0.050 -0.569 0.498
N 0.552 -0.591 -0.766
C -0.337 -0.602 -1.764
C -1.729 -0.489 -1.599
H -3.721 0.405 1.951
H -6.706 0.248 2.804
H -8.841 0.334 1.824
H -9.052 0.198 -0.626
H -7.101 0.069 -2.165
H -1.560 -0.285 1.844
H 0.823 -0.631 1.285
H 0.065 -0.833 -2.763
H -2.475 -0.568 -2.393
O 4.392 -0.676 0.968
O 4.759 0.597 0.346

=====

Record 2
# C27H35N5O3

An isolated molecule of C27H35N5O3 in a non-equilibrium geometry (ωB97M-V with the def2-TZVPD basis set, OMol25).

Calculated values
Structure (SMILES): COc1ccc(-c2c(C)nn3c(N4CCC(C(=O)N5CCCCC5)CC4)cc(C)nc23)cc1OC
Molar mass, Da: 477.6
Largest force on an atom, eV Å⁻¹: 1.07
Net charge: 0
Gap between HOMO and LUMO, Eh: 0.27778
Energy, Ha: -1549.3572

Cartesian coordinates (Å):
C 9.561 0.133 -0.521
O 8.494 -0.677 -0.951
C 7.200 -0.380 -0.622
C 6.291 -1.393 -0.921
C 4.942 -1.262 -0.680
C 4.448 -0.090 -0.115
C 5.351 0.922 0.202
C 6.711 0.805 -0.045
O 7.609 1.811 0.250
C 7.132 2.984 0.855
H 8.010 3.614 0.997
H 6.673 2.782 1.828
H 6.414 3.509 0.215
H 4.978 1.813 0.676
C 3.025 0.060 0.137
C 2.122 -0.981 0.387
N 2.305 -2.295 0.450
C 1.253 -3.039 0.698
C -0.026 -2.498 0.895
C -0.241 -1.126 0.834
N -1.448 -0.554 1.072
C -1.663 0.868 1.244
H -0.736 1.347 1.550
C -2.167 1.515 -0.046
H -2.403 2.560 0.156
H -1.367 1.478 -0.787
C -3.408 0.807 -0.608
C -4.647 1.111 0.234
O -4.562 1.470 1.397
N -5.856 0.975 -0.360
C -6.161 0.508 -1.692
H -5.255 0.336 -2.268
C -6.991 -0.778 -1.629
C -8.266 -0.542 -0.826
C -7.905 -0.004 0.556
C -7.052 1.255 0.414
H -6.735 1.623 1.390
H -7.626 2.038 -0.096
H -8.806 0.231 1.123
H -7.341 -0.757 1.108
H -8.831 -1.471 -0.735
H -8.895 0.184 -1.347
H -7.230 -1.103 -2.643
H -6.403 -1.564 -1.150
H -6.748 1.285 -2.202
H -3.573 1.184 -1.622
C -3.155 -0.707 -0.655
H -4.058 -1.245 -0.948
C -2.682 -1.215 0.711
H -2.553 -2.296 0.675
H -3.430 -0.977 1.473
H -2.378 -0.917 -1.395
H -2.417 0.992 2.025
N 0.873 -0.381 0.568
N 0.957 0.945 0.410
C 2.231 1.222 0.161
C 2.616 2.636 -0.099
H 3.027 3.096 0.800
H 1.731 3.197 -0.390
H 3.360 2.687 -0.892
H -0.836 -3.167 1.132
C 1.464 -4.518 0.773
H 2.517 -4.739 0.630
H 1.145 -4.897 1.743
H 0.882 -5.024 0.004
H 4.264 -2.066 -0.913
H 6.691 -2.294 -1.359
H 10.463 -0.398 -0.827
H 9.542 1.118 -0.993
H 9.564 0.256 0.565

=====

Computed values of highest occupied orbital energy (unit: eV) for the preceding records, in sequence: -10.983 -6.880.
Computed values of ΔE to the lowest compared entry with this formula, charge and spin (unit: kcal per mole) for the preceding records, in sequence: 0.0 49.0.